Computed, not measured: a cluster of 14 separate species, H29O14 in total in a non-equilibrium geometry, with ωB97M-V/def2-TZVPD.

orbital gap = 10.113 eV
total charge = +1
energy above the lowest of the compared OMol25 structures with the same formula, charge and spin = 554.35 kJ/mol

Last columns: bonded neighbours and bond lengths (Å).
Element x y z (Å)
1 O 0.82 -2.43 -1.21  H25 0.988, H26 1.049
2 H 3.37 0.91 -0.94  O21 0.973
3 O -0.35 -3.01 1.50  H5 1.023, H20 0.899
4 H -0.20 1.81 -2.92  O9 1.067
5 H -0.91 -2.87 2.34  O3 1.023
6 O -3.25 0.35 -2.10  H8 1.006, H29 0.964
7 H -2.51 1.35 2.67  O30 0.910
8 H -4.02 -0.27 -1.92  O6 1.006
9 O -1.03 2.15 -3.49  H4 1.067, H11 0.890
10 H -2.84 1.74 0.30  O24 0.902
11 H -1.29 2.81 -2.94  O9 0.890
12 O 3.48 1.38 1.79  H13 0.884, H14 0.948
13 H 3.06 1.66 2.52  O12 0.884
14 H 4.40 1.45 2.00  O12 0.948
15 O -2.31 -2.53 2.96  H31 0.966, H41 1.015
16 H -1.44 -1.24 0.22  O18 1.064
17 H -3.17 0.56 3.63  O30 0.942
18 O -1.70 -1.97 -0.51  H16 1.064, H19 1.090, H43 1.043
19 H -1.02 -2.61 0.04  O18 1.090
20 H -0.19 -3.89 1.44  O3 0.899
21 O 3.80 0.64 -1.77  H2 0.973, H22 0.940
22 H 4.69 0.57 -1.46  O21 0.940
23 H 0.42 0.19 -0.37  O39 0.890
24 O -2.53 2.59 0.25  H10 0.902, H34 1.030
25 H 1.45 -1.80 -1.63  O1 0.988
26 H 1.30 -2.52 -0.28  O1 1.049
27 O 0.90 1.09 -1.96  H40 1.018, H42 1.003
28 H 3.10 -2.06 3.04  O36 0.994
29 H -3.55 0.69 -2.95  O6 0.964
30 O -2.39 0.55 3.10  H7 0.910, H17 0.942
31 H -2.34 -3.07 3.77  O15 0.966
32 H -0.65 0.72 0.52  O39 1.000
33 O 1.92 3.34 -1.37  H35 0.885, H37 0.989
34 H -3.29 3.01 -0.31  O24 1.030
35 H 2.79 3.53 -1.35  O33 0.885
36 O 2.89 -2.30 2.10  H28 0.994, H38 1.001
37 H 1.31 4.10 -1.56  O33 0.989
38 H 1.89 -2.19 2.16  O36 1.001
39 O -0.18 -0.11 0.21  H23 0.890, H32 1.000
40 H 1.52 1.80 -1.57  O27 1.018
41 H -2.62 -1.89 3.69  O15 1.015
42 H 1.31 0.95 -2.87  O27 1.003
43 H -1.15 -1.54 -1.29  O18 1.043

Atom charges from the Mulliken analysis, given in e for atoms 1 to 5: number 1, O, carries -0.696; number 2, H, carries 0.288; number 3, O, carries -0.677; number 4, H, carries 0.407; number 5, H, carries 0.348